The following is a DFT calculation (wB97M-V/def2-TZVPD) of a cluster of 2 separate species, C6H10O2 in total in a non-equilibrium geometry.

## Properties
Relative energy (zero: lowest compared OMol25 entry of this formula, charge and spin), kcal/mol: 238.3
HOMO, eV: -8.472
Lowest unoccupied orbital energy, eV: -0.1
Kohn-Sham gap, eV: 8.415
Charge: 0
E_tot, eV: -10468.836

Each line ends with the Löwdin charge.
CARTESIAN COORDINATES (ANGSTROEM)
1 C 0.902 -0.273 -0.321  -0.58
2 C -0.314 -0.721 -1.145  -0.12
3 C -1.406 -0.680 -0.030  -0.15
4 C -0.764 0.018 1.314  -0.04
5 C 0.194 0.719 0.383  -0.64
6 C 1.604 1.037 -0.019  0.07
7 H 2.255 -1.353 -0.092  0.15
8 H -0.179 -1.721 -1.419  0.10
9 H -0.807 -0.084 -1.843  0.10
10 H -2.600 -0.434 -0.406  0.18
11 H -1.314 -1.775 0.119  0.09
12 H -1.265 1.043 1.747  0.13
13 H -0.098 -0.729 2.046  0.18
14 H -1.268 1.942 0.423  0.32
15 H 2.676 1.239 0.487  0.16
16 H 1.493 1.716 -0.855  0.10
17 O 1.342 -1.325 0.277  0.07
18 O -0.450 1.380 -0.665  -0.12